Entry 1:
Here is a structure of composition H24O12 from the Open Molecules 2025 dataset. Energies are from ωB97M-V/def2-TZVPD.

Output
**Maximum force**: 13.07 eV/Å
**Energy relative to the best compared isomer or geometry (same formula, charge and spin)**: 8.357 eV
**Energy**: -24953.3375 eV
**Highest occupied orbital energy**: -9.4 eV

Geometry as ORCA input:
```
! RIJCOSX wB97M-V def2-TZVPD def2/J DEFGRID3
* xyz 0 1
O 50.8660 7.6660 46.8420
H 51.7050 7.9260 46.5700
H 50.2280 8.4120 46.6570
O 53.5470 5.7040 47.3060
H 54.1160 6.3310 48.0460
H 52.8370 5.1830 47.8880
O 56.0360 3.4460 49.0250
H 55.8810 4.3140 49.3410
H 55.2140 3.3620 48.4150
O 53.6140 6.0660 44.6230
H 52.8900 6.6320 44.2880
H 53.4060 5.8210 45.5050
O 55.3460 6.8370 44.8790
H 54.4240 6.6710 44.6800
H 55.8820 6.6290 44.2620
O 50.7460 5.2540 45.5260
H 50.5060 5.7360 46.3190
H 49.8640 4.9250 45.3600
O 57.0070 7.5250 47.3780
H 56.7970 6.6640 46.8710
H 57.4660 8.2780 46.8340
O 53.6440 6.4870 51.0080
H 54.3600 6.2430 50.3670
H 53.0210 6.9990 50.3800
O 51.6500 3.4660 48.2640
H 51.9720 2.9230 47.4850
H 52.1670 3.2310 49.1330
O 54.2880 3.3560 46.9050
H 54.0780 2.8910 46.0920
H 53.7370 4.2200 46.9630
O 53.3300 7.9190 48.7150
H 54.1770 8.0850 48.9790
H 53.0230 8.6130 48.0500
O 51.1870 6.8750 49.8870
H 51.2600 7.6760 50.2290
H 51.4590 7.0050 49.0830
*
```

Entry 2:
Here is a cluster of 12 separate species, H24O12 in total from the Open Molecules 2025 dataset. Energies are from ωB97M-V/def2-TZVPD.

Output
**Maximum force**: 4.21 eV/Å
**Energy relative to the best compared isomer or geometry (same formula, charge and spin)**: 1.814 eV
**Energy**: -24959.8803 eV
**SMILES**: O.O.O.O.O.O.O.O.O.O.O.O
**Highest occupied orbital energy**: -10.8 eV

Geometry as ORCA input:
```
! RIJCOSX wB97M-V def2-TZVPD def2/J DEFGRID3
* xyz 0 1
O 1.4684 -3.0123 1.0719
H 2.1528 -3.4462 1.5906
H 1.9228 -2.4861 0.2885
O -2.5520 -0.5508 2.0882
H -3.5014 -0.6571 2.0030
H -2.0823 -1.4557 1.8697
O 0.3564 -1.0414 -2.6294
H 0.7687 -1.2675 -1.7603
H 0.9681 -0.2101 -3.0471
O -1.2319 3.8764 0.6211
H -1.8012 3.0475 0.5696
H -1.7673 4.6642 0.4744
O 0.5669 0.6244 -0.0842
H 0.6857 1.5636 -0.0201
H -0.3739 0.4842 0.0622
O -1.8620 -1.1321 -1.0063
H -1.2344 -1.1914 -1.7038
H -2.6859 -1.2903 -1.5031
O 2.7168 -1.2755 -0.2615
H 2.3412 -0.7033 -0.9363
H 2.8153 -0.7208 0.6367
O -2.6175 1.7016 0.6637
H -2.6785 1.0932 1.3355
H -2.4748 1.0879 -0.0418
O 2.0954 0.9402 -2.5436
H 2.3185 1.7099 -3.0398
H 1.5961 1.3270 -1.7920
O -1.6607 -2.8198 0.8435
H -1.8440 -2.1603 0.1306
H -0.7408 -2.9422 0.9465
O 0.8769 3.1572 -1.0695
H 1.5525 3.5039 -0.5817
H 0.1789 3.7474 -0.7404
O 1.9573 -0.6931 2.4488
H 1.6764 -1.5934 2.3975
H 1.2967 -0.3037 1.7204
*
```